Below is an isolated molecule of C5H7IN2 in a non-equilibrium geometry, with properties calculated with wB97M-V/def2-TZVPD.

Each atom is followed by the atoms it is bonded to, with distances in Å.
Cartesian coordinates (Å):
1 C 0.689 -1.510 -0.793  N2 1.434, H9 1.092, H10 1.092, H11 1.087
2 N 0.620 -0.133 -0.400  C1 1.434, C3 1.357, C6 1.364
3 C 1.532 0.818 -0.722  N2 1.357, N4 1.304, H12 1.070
4 N 1.252 1.982 -0.206  C3 1.304, C5 1.354
5 C 0.107 1.799 0.492  N4 1.354, C6 1.369, H13 1.074
6 C -0.300 0.496 0.386  N2 1.364, C5 1.369, C7 1.609
7 C -1.583 -0.132 1.125  C6 1.609, I8 2.170, H14 1.080, H15 1.085
8 I -3.222 -0.376 -0.276  C7 2.170
9 H 1.070 -1.569 -1.815  C1 1.092
10 H 1.365 -2.062 -0.136  C1 1.092
11 H -0.296 -1.968 -0.756  C1 1.087
12 H 2.382 0.621 -1.342  C3 1.070
13 H -0.358 2.604 1.030  C5 1.074
14 H -1.902 0.550 1.899  C7 1.080
15 H -1.355 -1.119 1.514  C7 1.085

Results
F_max = 3.58 eV/A
relative energy (zero: lowest compared OMol25 entry of this formula, charge and spin) = 0.0 kJ/mol
SMILES string = Cn1cncc1CI
E_tot = -16379.077 eV
orbital gap = 8.913 eV